## one
Below is the molecule C3H5ClN2O, with properties calculated with ωB97M-V with the def2-TZVPD basis set.

Each line ends with the natural charge from an NBO analysis.
Geometry (Å):
C1 0.112 0.209 0.414  0.339
C2 -1.494 -1.156 -1.267  0.157
C3 0.905 1.157 1.331  -0.656
N1 -1.242 0.338 0.547  -0.220
N2 0.587 -0.667 -0.395  -0.570
O1 -1.880 -0.218 -0.490  -0.250
Cl1 2.079 -0.579 -1.253  0.095
H1 -1.687 -1.064 -2.348  0.176
H2 -0.807 -2.014 -1.158  0.222
H3 1.608 1.655 0.698  0.232
H4 1.563 0.463 2.079  0.231
H5 0.256 1.875 1.841  0.245

## Properties
HOMO (spin up / spin down): -0.3176 / -0.3176 Eh
Gap between HOMO and LUMO (spin up / spin down): 0.30094 / 0.30101 Ha

## two
Below is the molecule C3H5ClN2O, with properties calculated with ωB97M-V with the def2-TZVPD basis set.

Each line ends with the natural charge from an NBO analysis.
Geometry (Å):
N1 -1.208 1.205 0.113  -0.851
C1 -1.555 -0.091 -0.050  0.774
O1 -2.705 -0.393 -0.414  -0.630
N2 -0.483 -0.989 0.099  -0.658
C2 0.922 -0.753 0.240  -0.047
C3 1.739 0.221 -0.235  -0.295
Cl1 3.411 0.026 -0.145  0.017
H1 -0.597 1.291 0.926  0.390
H2 -2.010 1.935 -0.012  0.424
H3 -0.442 -2.009 -0.347  0.431
H4 1.404 -1.675 0.519  0.204
H5 1.525 1.233 -0.693  0.240

## Properties
HOMO: -0.3292 Eh
Gap between HOMO and LUMO: 0.35299 Ha
SMILES string: NC(=O)N/C=C/Cl

## three
Below is the molecule C3H5ClN2O, with properties calculated with ωB97M-V with the def2-TZVPD basis set.

Each line ends with the natural charge from an NBO analysis.
Geometry (Å):
O1 -1.861 1.832 0.052  -0.568
C1 -0.954 1.050 0.031  0.764
N1 0.446 1.223 0.064  -0.640
C2 1.136 -0.001 0.219  -0.226
C3 0.126 -1.081 -0.315  -0.238
N2 -1.046 -0.237 -0.503  -0.441
Cl1 -2.460 -1.116 -0.064  0.127
H1 0.917 2.026 0.401  0.406
H2 1.314 -0.168 1.339  0.189
H3 2.052 0.074 -0.434  0.210
H4 0.450 -1.673 -1.188  0.210
H5 -0.120 -1.929 0.398  0.206

## Properties
HOMO: -0.3463 Eh
Gap between HOMO and LUMO: 0.37138 Ha
SMILES string: O=C1NCCN1Cl

Relative stability in hartree, measured from the most stable structure: one 0.1883; two 0.0000; three 0.0100

## one
Below is a structure of composition C2H5N, with properties calculated with ωB97M-V with the def2-TZVPD basis set.

Each line ends with the natural charge from an NBO analysis.
Geometry (Å):
C1 -0.458 -0.313 -0.120  0.126
C2 0.865 0.362 -0.013  -0.630
N1 -1.574 0.143 0.304  -0.623
H1 -0.298 -1.227 -0.789  0.137
H2 1.495 0.002 1.175  0.197
H3 1.014 1.316 0.315  0.230
H4 1.384 0.083 -0.879  0.215
H5 -2.429 -0.367 0.008  0.347

## Properties
HOMO: -0.3632 Eh
Gap between HOMO and LUMO: 0.39979 Ha

## two
Below is a cluster of 2 separate species, C2H5N in total, with properties calculated with ωB97M-V with the def2-TZVPD basis set.

Each line ends with the natural charge from an NBO analysis.
Geometry (Å):
C1 0.030 -2.185 -1.199  0.293
C2 0.263 1.143 1.295  -0.845
N1 -0.463 -1.886 -2.204  -0.738
H1 -0.645 0.571 1.423  0.213
H2 0.078 2.179 1.544  0.208
H3 0.595 1.070 0.266  0.211
H4 1.031 0.746 1.945  0.213
H5 -0.889 -1.639 -3.070  0.446

## Properties
HOMO: -0.4290 Eh
Gap between HOMO and LUMO: 0.47240 Ha

Relative stability in hartree, measured from the most stable structure: one 0.0239; two 0.0000